(1)
The following is a quantum chemistry calculation of a single C6H9N molecule, from the OMol25 dataset.

Each line ends with the natural charge from an NBO analysis.
Element x y z (Å)
N1 1.081 1.166 -0.270  -0.510
C1 -1.017 -1.811 0.375  -0.626
C2 -0.136 0.589 -0.046  0.118
C3 1.455 -0.982 0.072  -0.295
C4 -1.237 1.591 -0.106  -0.630
C5 2.067 0.216 -0.211  -0.078
C6 0.042 -0.763 0.157  -0.095
H1 -1.351 -1.869 1.418  0.212
H2 -1.359 2.142 0.833  0.218
H3 3.105 0.450 -0.394  0.211
H4 1.044 2.109 -0.648  0.406
H5 -1.904 -1.616 -0.240  0.212
H6 -0.654 -2.809 0.099  0.216
H7 -2.199 1.164 -0.395  0.226
H8 1.956 -1.935 0.192  0.217
H9 -0.894 2.360 -0.833  0.198

Multiplicity: 1
SMILES: Cc1cc[nH]c1C
Frontier orbital gap (Ha): 0.3248
E_HOMO (eV): -7.80

=====

(2)
The following is a quantum chemistry calculation of a 2-piece molecular cluster, C6H9N overall, from the OMol25 dataset.

Each line ends with the natural charge from an NBO analysis.
Element x y z (Å)
N1 -0.066 1.763 1.921  -0.348
C1 2.156 -0.320 0.454  -0.850
C2 -1.569 0.781 -1.534  -0.659
C3 -0.332 -1.235 -0.253  -0.160
C4 -0.375 0.733 1.490  0.270
C5 -1.159 -0.322 -0.640  0.086
C6 -0.952 -0.437 0.845  -0.385
H1 1.422 -0.299 -0.344  0.209
H2 3.037 -0.867 0.134  0.213
H3 -0.894 1.621 -1.328  0.247
H4 -1.513 0.568 -2.601  0.235
H5 -2.566 1.140 -1.298  0.236
H6 0.349 -2.061 -0.377  0.248
H7 -1.652 -0.944 1.494  0.219
H8 2.407 0.699 0.730  0.231
H9 1.705 -0.820 1.308  0.208

Multiplicity: 1
SMILES: CC1=C[C@H]1C#N.C
Frontier orbital gap (Ha): 0.3913
E_HOMO (eV): -9.78

=====

(3)
The following is a quantum chemistry calculation of a single C6H9N molecule, from the OMol25 dataset.

Each line ends with the natural charge from an NBO analysis.
Element x y z (Å)
N1 1.206 1.901 -0.316  -0.531
C1 1.293 -1.075 -0.600  0.046
C2 -1.162 1.031 0.329  -0.626
C3 -0.052 2.115 0.423  -0.235
C4 2.423 -0.569 -1.153  -0.124
C5 1.404 0.326 -0.624  0.221
C6 0.424 -2.142 -0.091  -0.676
H1 -1.059 0.697 -0.688  0.206
H2 -0.934 0.105 1.066  0.189
H3 3.402 -0.713 -1.439  0.232
H4 1.014 -3.077 0.012  0.230
H5 0.356 -1.846 0.959  0.252
H6 -2.160 1.403 0.542  0.218
H7 -0.439 -2.398 -0.663  0.258
H8 -0.276 3.103 0.214  0.196
H9 0.315 2.247 1.593  0.144

Multiplicity: 1
SMILES: CC/N=c1/cc1C
Frontier orbital gap (alpha / beta) (Ha): 0.2993 / 0.2993
E_HOMO (alpha / beta) (eV): -7.44 / -7.44

=====

(4)
The following is a quantum chemistry calculation of a single C6H9N molecule, from the OMol25 dataset.

Each line ends with the natural charge from an NBO analysis.
Element x y z (Å)
N1 -2.433 0.090 -0.630  -0.597
C1 1.738 0.865 1.648  -0.689
C2 1.377 -0.118 0.639  0.016
C3 -1.097 -0.566 -0.383  -0.050
C4 -1.192 0.773 -0.993  -0.282
C5 0.116 -1.563 -1.061  -0.460
C6 1.142 -0.927 -0.229  -0.038
H1 0.126 -2.657 -0.891  0.232
H2 -0.845 1.704 -0.541  0.191
H3 1.367 1.864 1.392  0.232
H4 1.349 0.602 2.637  0.233
H5 2.826 0.907 1.701  0.244
H6 -0.953 -0.807 0.658  0.194
H7 -1.093 0.762 -2.078  0.193
H8 0.341 -1.422 -2.131  0.230
H9 -2.767 0.495 0.262  0.350

Multiplicity: 1
SMILES: CC#CC[C@H]1CN1
Frontier orbital gap (Ha): 0.3580
E_HOMO (eV): -8.86

=====

(5)
The following is a quantum chemistry calculation of a single C6H9N molecule, from the OMol25 dataset.

Each line ends with the natural charge from an NBO analysis.
Element x y z (Å)
N1 -1.489 0.151 -0.545  -0.602
C1 -0.242 0.905 -2.528  -0.560
C2 -0.358 0.574 -1.237  0.221
C3 0.895 -0.598 2.225  -0.624
C4 0.803 0.187 -0.342  -0.480
C5 0.165 -0.279 0.954  -0.064
C6 -1.151 -0.352 0.723  -0.020
H1 1.658 -1.371 2.070  0.212
H2 -1.939 -0.713 1.378  0.209
H3 1.674 0.845 -0.274  0.232
H4 -2.357 -0.036 -1.013  0.401
H5 -1.044 0.755 -3.241  0.197
H6 0.206 -0.958 2.998  0.217
H7 1.412 0.281 2.637  0.213
H8 1.083 -0.654 -0.979  0.242
H9 0.714 1.263 -2.901  0.204

Multiplicity: 1
SMILES: C=C1CC(C)=CN1
Frontier orbital gap (Ha): 0.2996
E_HOMO (eV): -7.16

=====

(6)
The following is a quantum chemistry calculation of a single C6H9N molecule, from the OMol25 dataset.

Each line ends with the natural charge from an NBO analysis.
Element x y z (Å)
N1 0.802 -1.513 -1.287  -0.575
C1 0.563 1.677 0.925  -0.600
C2 1.240 -0.646 -0.216  -0.116
C3 -0.889 -0.531 0.297  -0.254
C4 -1.051 0.482 -0.773  -0.421
C5 0.197 0.485 0.083  -0.093
C6 -0.035 -1.714 -0.161  -0.071
H1 1.060 2.459 0.336  0.214
H2 1.320 -1.347 0.662  0.251
H3 -0.105 -2.734 0.215  0.215
H4 -0.329 2.124 1.383  0.209
H5 -1.075 0.205 -1.828  0.199
H6 -1.752 1.274 -0.531  0.232
H7 0.315 -1.012 -2.017  0.367
H8 1.246 1.383 1.728  0.215
H9 -1.507 -0.591 1.184  0.228

Multiplicity: 1
SMILES: C[C@]12C[C@H]1[C@H]1N[C@H]12
Frontier orbital gap (Ha): 0.3198
E_HOMO (eV): -7.65

=====

(7)
The following is a quantum chemistry calculation of a single C6H9N molecule, from the OMol25 dataset.

Each line ends with the natural charge from an NBO analysis.
Element x y z (Å)
N1 1.660 1.322 0.180  -0.561
C1 -0.140 -1.450 -1.281  -0.634
C2 0.661 0.932 1.130  -0.056
C3 -1.670 0.036 1.066  -0.634
C4 1.415 0.620 -1.075  -0.074
C5 -0.315 0.344 0.471  -0.106
C6 0.255 -0.003 -0.783  -0.081
H1 2.576 1.775 0.499  0.412
H2 -1.660 -0.323 2.153  0.217
H3 0.410 1.246 2.159  0.212
H4 -1.066 -1.585 -1.991  0.206
H5 -2.194 -0.727 0.487  0.221
H6 2.013 0.769 -1.930  0.221
H7 -0.412 -2.061 -0.387  0.214
H8 -2.269 1.014 1.132  0.222
H9 0.736 -1.908 -1.830  0.218

Multiplicity: 1
SMILES: Cc1c[nH]cc1C
Frontier orbital gap (Ha): 0.3400
E_HOMO (eV): -8.16

=====

(8)
The following is a quantum chemistry calculation of a single C6H9N molecule, from the OMol25 dataset.

Each line ends with the natural charge from an NBO analysis.
Element x y z (Å)
N1 -0.445 0.022 1.398  -0.508
C1 0.915 -0.053 1.194  -0.093
C2 -2.571 0.171 0.035  -0.638
C3 2.430 -0.100 -0.917  -0.621
C4 1.138 -0.141 -0.158  -0.091
C5 -0.143 -0.152 -0.780  -0.308
C6 -1.100 -0.032 0.194  0.133
H1 -0.884 0.087 2.302  0.407
H2 -2.791 1.217 -0.213  0.220
H3 -0.339 -0.212 -1.845  0.213
H4 -3.131 -0.079 0.942  0.212
H5 1.596 -0.044 2.036  0.207
H6 2.579 0.899 -1.347  0.213
H7 3.305 -0.331 -0.302  0.214
H8 -2.958 -0.445 -0.784  0.228
H9 2.397 -0.806 -1.755  0.213

Multiplicity: 1
SMILES: Cc1c[nH]c(C)c1
Frontier orbital gap (Ha): 0.3255
E_HOMO (eV): -7.80

=====

(9)
The following is a quantum chemistry calculation of a single C6H9N molecule, from the OMol25 dataset.

Each line ends with the natural charge from an NBO analysis.
Element x y z (Å)
N1 1.162 1.207 -0.117  -0.505
C1 2.117 0.225 -0.143  -0.076
C2 -1.327 1.480 -0.037  -0.641
C3 -0.087 0.646 -0.001  0.115
C4 -1.024 -1.723 0.308  -0.629
C5 0.073 -0.720 0.077  -0.092
C6 1.473 -0.980 -0.037  -0.303
H1 1.339 2.192 -0.223  0.406
H2 -1.453 -1.626 1.314  0.213
H3 -1.295 2.197 -0.866  0.214
H4 3.168 0.463 -0.226  0.209
H5 -1.494 2.044 0.889  0.216
H6 -0.647 -2.746 0.218  0.217
H7 -1.849 -1.610 -0.405  0.210
H8 1.951 -1.949 -0.089  0.217
H9 -2.200 0.840 -0.198  0.227

Multiplicity: 1
SMILES: Cc1cc[nH]c1C
Frontier orbital gap (Ha): 0.3252
E_HOMO (eV): -7.78

=====

(10)
The following is a quantum chemistry calculation of a single C6H9N molecule, from the OMol25 dataset.

Each line ends with the natural charge from an NBO analysis.
Element x y z (Å)
N1 0.357 -1.621 -2.010  -0.589
C1 0.497 -1.720 -0.553  -0.265
C2 -1.081 0.284 -1.006  -0.476
C3 -0.307 1.468 1.217  -0.015
C4 0.253 -0.420 -1.199  -0.066
C5 -0.869 1.032 0.242  -0.013
C6 0.518 1.901 2.345  -0.678
H1 1.274 -1.644 -2.448  0.351
H2 1.473 -1.907 -0.110  0.193
H3 -0.330 -2.223 -0.058  0.196
H4 -0.057 2.399 3.130  0.234
H5 1.298 2.588 1.999  0.233
H6 -1.320 0.944 -1.848  0.231
H7 1.017 1.029 2.785  0.233
H8 -1.893 -0.449 -0.925  0.234
H9 1.091 0.276 -1.212  0.195

Multiplicity: 1
SMILES: CC#CC[C@H]1CN1
Frontier orbital gap (Ha): 0.3839
E_HOMO (eV): -9.48